A 3-piece molecular cluster, C53H53BN2O8S2 overall, computed with wB97M-V/def2-TZVPD.

Values from the calculation:
E_LUMO: -1.27 eV
Highest occupied orbital energy: -8.997 eV
Structure (SMILES): COCCCCCCCCCCC1=CC(=O)C(B(C)O)=C(CCCSC(=S)n2ccnc2)C1=O.O=C1c2ccccc2C(=O)c2ccccc21.O=C1c2ccccc2C(=O)c2ccccc21
Total energy: -97528.4836 eV
Net charge: 0
Orbital gap: 7.7 eV

Last column: Löwdin charge in e.
Positions of all 119 atoms, in Å:
H  5.7148  -5.7493  0.1539  0.11
C  5.0428  -1.1408  -0.6071  -0.19
H  1.7046  3.0432  -2.4555  0.09
S  -3.2100  1.4399  -3.3193  0.75
O  -2.5089  -2.8227  3.8886  0.17
H  -0.4084  10.2042  -2.7232  0.12
H  5.9836  1.7582  1.6942  0.10
C  -8.5262  -6.4315  1.6668  -0.28
H  1.7630  -4.9776  -0.0735  0.08
H  -1.5410  -1.7315  0.1387  0.10
H  0.4826  -0.8298  -3.5224  0.12
C  3.0853  7.1745  -3.1889  -0.28
C  3.8540  1.4389  1.5635  -0.19
H  6.5092  8.1139  -6.1450  0.11
H  5.4717  10.2412  -6.8618  0.11
H  4.0471  -0.7006  -0.5678  0.09
C  2.9184  2.4901  2.2140  -0.19
H  5.2020  -1.4435  -1.6428  0.11
H  2.2817  0.2646  3.4406  0.11
C  -7.8821  -8.7200  0.9520  0.00
C  -7.4968  -7.4933  1.4764  -0.08
H  -8.9211  -8.8878  0.7051  0.12
H  0.9335  3.3004  1.9646  0.12
C  1.4609  2.3662  1.7570  -0.14
C  -0.2874  2.1528  -2.5023  -0.08
H  5.3963  6.7106  -4.4369  0.12
H  -0.3934  -3.4968  1.3920  0.06
C  -2.0015  0.4556  -2.9091  -1.05
H  0.3396  -3.9050  2.9187  0.08
C  1.2208  8.8465  -2.9903  -0.08
H  -2.8862  -3.6854  3.6664  0.09
C  0.4160  -0.8215  3.6904  -0.34
H  -7.2412  -10.6697  0.3485  0.11
C  6.0841  -0.0647  -0.2131  -0.19
O  -4.5581  -5.7743  2.6797  0.09
O  0.7492  -1.4382  4.6740  0.13
H  4.1091  0.6592  2.2807  0.10
C  4.9909  9.6316  -6.1083  -0.06
C  -7.3377  -2.7548  3.4798  -0.05
H  -0.9683  2.9249  -2.1907  0.10
C  -8.6597  -2.9574  3.0980  -0.05
H  -3.4640  -0.7949  2.1949  0.12
H  -3.5689  0.0245  -0.9565  0.04
C  5.3917  -3.6985  -0.4641  -0.17
H  4.9102  -4.7594  1.3608  0.12
C  -5.6033  -9.4821  1.0664  -0.05
C  -9.0377  -4.1499  2.5041  0.00
C  1.8972  9.7364  -3.9772  -0.28
H  -5.3652  -3.5884  3.5523  0.11
H  4.0405  -2.5149  0.7188  0.09
C  1.2419  0.2831  3.1538  0.08
H  2.9832  2.3810  3.2991  0.11
C  -0.8290  -1.1519  2.9581  0.02
N  -0.6712  0.8778  -2.8727  -0.15
C  -0.0993  7.1985  -1.1885  -0.06
C  -3.2860  -1.0265  -0.9827  -0.46
C  -0.7737  1.1331  2.1193  -0.29
C  3.7970  10.0479  -5.5448  0.00
C  5.0372  -2.4055  0.2872  -0.20
C  -5.7253  -5.9744  2.4052  -0.27
H  5.7453  -2.2708  1.1058  0.11
H  6.3047  2.0027  -0.8463  0.10
C  -6.1589  -7.2673  1.8082  -0.08
C  3.7504  8.0530  -4.1918  -0.08
C  -6.7642  -4.9367  2.6554  -0.08
H  5.1423  3.0857  0.9148  0.10
C  -8.0943  -5.1456  2.2859  -0.08
H  2.3242  -6.0636  1.2068  0.09
H  -4.1794  -8.0759  1.8449  0.12
C  1.1127  6.7971  -1.7241  0.00
O  -9.6772  -6.6083  1.3308  0.11
H  -0.6192  6.5547  -0.4908  0.11
C  4.9646  -4.9674  0.2876  -0.24
O  3.5872  6.1253  -2.8468  0.10
C  1.7793  7.6192  -2.6261  -0.08
C  4.9544  7.6455  -4.7522  0.00
H  -1.1643  -4.7440  2.4078  0.07
C  5.5558  1.3795  -0.3570  -0.21
C  -6.9382  -9.7129  0.7520  -0.05
C  -2.5845  -1.4689  0.3114  -0.22
C  -6.3936  -3.7421  3.2577  0.00
H  -9.3964  -2.1838  3.2684  0.11
H  3.3128  0.9668  0.7402  0.10
H  6.3424  -0.2384  0.8335  0.09
C  -2.7127  -0.4666  1.4784  -0.12
C  5.5728  8.4336  -5.7075  -0.06
H  3.2994  3.4871  1.9956  0.10
H  6.9812  -0.2109  -0.8127  0.10
C  5.1784  1.9997  0.9965  -0.20
O  1.4213  10.8096  -4.2802  0.11
H  2.7546  -4.3304  1.2405  0.07
H  3.3391  10.9797  -5.8460  0.12
C  0.7018  1.2245  2.3769  -0.11
H  1.5419  5.8446  -1.4456  0.11
C  -0.6255  -3.7978  2.4167  0.02
H  -7.0452  -1.8264  3.9521  0.11
H  -4.8669  -10.2574  0.9023  0.11
H  -10.0635  -4.3184  2.2075  0.12
C  1.0886  2.1802  -2.6511  -0.14
H  6.4783  -3.7347  -0.5737  0.11
H  -4.2141  -1.5859  -1.0893  0.08
H  4.9242  -3.6961  -1.4466  0.11
H  -1.5910  8.7406  -1.1164  0.11
C  -5.2139  -8.2629  1.5935  0.00
O  3.7340  -5.4847  -0.1923  -0.19
S  -2.3307  -1.2658  -2.5083  0.87
C  -0.6471  8.4269  -1.5419  -0.06
B  -1.3894  -2.6235  3.1400  -0.48
C  0.4896  0.1988  -3.2045  -0.16
H  -3.0736  0.4840  1.0789  0.11
C  0.0108  9.2490  -2.4395  0.00
C  3.1745  9.2633  -4.5824  -0.08
O  -1.4220  2.1139  1.8824  0.14
C  -1.4145  -0.2182  2.1931  -0.08
N  1.5503  0.9604  -3.0933  0.07
H  -3.0673  -2.4035  0.6106  0.11
H  4.6706  1.3710  -0.9958  0.10
H  1.4579  2.2530  0.6677  0.12
C  2.5943  -5.1967  0.5986  -0.11

Atomic forces in eV per Å
-0.0640 -0.0609 -0.0612
0.1372 -0.1040 0.2969
0.2777 -0.1896 -0.0485
-0.0212 0.2802 0.1781
-0.2432 0.0239 -0.6045
0.0545 0.0187 -0.0557
0.0749 0.2485 0.0708
-0.1070 -0.0184 -0.0396
-0.0179 -0.0020 0.0219
0.0481 0.2266 -0.1495
-0.0604 -0.0234 -0.0008
0.0336 -0.0943 0.0291
0.1177 0.3963 -0.1791
0.0052 -0.0015 -0.0065
0.0095 0.0060 -0.0003
-0.0276 0.0696 -0.0800
0.3274 -0.5382 0.0957
-0.0407 0.0770 -0.0799
0.0958 0.1202 0.0912
0.0127 -0.1067 -0.0457
0.0530 0.0627 0.0386
-0.0252 0.0740 0.0111
-0.1533 -0.0845 0.0002
0.2181 0.2911 0.3572
1.6646 0.3501 -0.4097
-0.0616 -0.0248 0.0423
0.0125 -0.1401 -0.0558
-0.3165 -0.3735 -0.2581
0.0163 -0.1783 0.0609
0.0772 -0.0753 -0.0135
0.0356 -0.1398 0.4207
0.0352 0.5002 -0.5493
0.0019 -0.0055 -0.0095
-0.6639 -0.2066 -0.1004
0.0602 0.0979 0.0245
0.1882 -0.4895 0.3815
-0.1755 -0.1689 -0.0361
0.0008 -0.0272 0.0208
-0.0524 -0.0133 -0.0102
-0.1552 -0.1984 -0.0489
0.0349 -0.0119 0.0015
0.0044 -0.0956 0.0310
0.0428 -0.0105 -0.0106
0.1028 0.0582 0.7185
-0.0516 -0.0438 0.0712
-0.0316 0.0012 -0.0050
-0.0325 0.1034 0.0383
-0.0399 0.1007 -0.0269
0.0224 -0.0429 -0.0182
0.0145 -0.0089 0.1302
-0.1300 0.0729 -0.0678
-0.1412 0.1677 0.0591
-0.4087 -0.1555 0.2020
0.1357 0.0782 0.2842
0.0133 0.0174 -0.0023
-0.2940 0.0953 0.3090
0.4636 -0.7120 0.0066
0.0888 0.0377 -0.0755
-0.0848 0.0785 -0.5610
0.1040 0.0157 0.0093
-0.0819 -0.0598 0.1653
0.0133 0.0520 0.0076
-0.0672 0.0301 0.0149
-0.0659 0.0491 0.0075
-0.0162 -0.0706 -0.0281
-0.1266 0.0797 -0.0532
0.0645 -0.0429 -0.0007
0.0065 0.0246 0.1268
-0.0099 0.0643 0.0354
-0.1172 -0.0084 0.0609
0.0119 0.0000 0.0148
0.0007 0.0019 0.0080
0.1562 0.0570 -0.2553
0.0123 -0.0644 0.0277
-0.0375 0.0678 -0.0243
0.0927 0.0021 -0.0709
0.0932 -0.1170 0.0336
0.1920 -0.1118 0.2232
0.0298 0.0209 0.0098
-0.2177 -0.4729 0.1491
0.0140 0.1580 0.0354
-0.0047 0.0064 0.0028
-0.0564 -0.0997 0.0447
0.2233 0.0813 0.0092
-0.0817 0.6389 -0.3512
-0.0220 0.0239 -0.0007
-0.1425 0.0690 -0.1476
0.1292 0.0320 0.0833
-0.0123 -0.3286 -0.0711
-0.0028 -0.0120 -0.0019
-0.0197 0.0194 0.0887
-0.0573 0.0011 0.0545
0.3417 -0.1797 -0.0629
0.1131 0.0213 -0.0582
-0.1919 0.4806 -0.0645
0.0029 0.0065 0.0017
0.0029 -0.0075 0.0001
0.0073 -0.0757 -0.0205
-1.6547 0.0780 0.2580
0.0060 0.0557 -0.3080
0.0041 0.0143 -0.2121
0.0546 -0.1369 -0.1129
-0.0086 -0.0020 0.0030
0.0346 -0.0989 -0.0249
-0.0909 0.1279 0.1523
0.5534 -0.0127 -0.1242
0.0054 -0.0221 0.0064
0.2377 -0.0856 0.0109
0.3490 0.3558 0.2481
0.0603 0.0538 0.1207
-0.0998 -0.0010 0.0542
-0.0143 -0.0653 0.0465
-0.5608 0.9288 -0.4259
0.2215 -0.4017 0.4046
-0.5224 -0.3602 -0.0502
0.1814 -0.0784 0.0591
0.0283 0.1093 -0.1761
-0.1925 -0.0399 -0.0377
0.0466 -0.0798 -0.2782